{"formula": "C35H55MnN4OP2", "method": "ωB97M-V with the def2-TZVPD basis set", "lumo_ha": [-0.1267, -0.1398], "total_charge": 1, "multiplicity": 6, "e_above_lowest_kj_mol": 230.9, "s_squared": 8.77, "energy_ha": -3494.30962, "elements": ["C", "C", "C", "C", "C", "H", "H", "H", "N", "P", "P", "C", "H", "H", "C", "H", "C", "C", "C", "C", "C", "H", "H", "H", "C", "H", "H", "H", "C", "H", "H", "H", "C", "H", "H", "H", "C", "H", "H", "H", "C", "H", "H", "H", "C", "H", "H", "H", "C", "H", "H", "H", "C", "H", "H", "H", "C", "H", "H", "H", "C", "H", "H", "H", "C", "H", "H", "H", "Mn", "C", "O", "N", "C", "C", "C", "C", "C", "H", "H", "H", "H", "H", "H", "H", "H", "H", "N", "C", "C", "C", "C", "C", "N", "C", "H", "H", "H", "H"], "coordinates": [[-1.97046, 1.29480, -1.76278], [-0.29402, 0.05424, -2.89601], [-2.41417, 1.90018, -2.94220], [-0.54159, 0.89185, -4.01563], [-1.63752, 1.73484, -4.08133], [-3.33853, 2.47096, -2.93946], [0.16358, 0.81106, -4.82446], [-1.88706, 2.29018, -4.98342], [-0.95802, 0.40589, -1.72914], [-1.71585, 1.61985, 1.08461], [0.44278, -2.18744, -1.47675], [-2.72456, 1.70402, -0.48697], [-3.05345, 2.76277, -0.56182], [-3.61764, 1.06084, -0.32125], [0.39342, -1.19434, -2.99236], [1.04971, -1.29267, -3.84372], [2.21604, -2.81555, -0.66506], [-0.54701, -3.54272, -2.42184], [-0.86332, 3.34205, 1.11035], [-3.02249, 1.51768, 2.48111], [2.54485, -2.25486, 0.72816], [1.80733, -2.55003, 1.48295], [3.52649, -2.65156, 1.04378], [2.62609, -1.16185, 0.74942], [2.19828, -4.33178, -0.52398], [1.40383, -4.64500, 0.16589], [2.07780, -4.85239, -1.47951], [3.15743, -4.65923, -0.08710], [3.29470, -2.33468, -1.60719], [4.28546, -2.70319, -1.30546], [3.14508, -2.62298, -2.65102], [3.33435, -1.24818, -1.54394], [-1.00084, -4.60942, -1.42253], [-1.49414, -4.13943, -0.55865], [-1.73561, -5.26553, -1.91232], [-0.17658, -5.22656, -1.05272], [-1.80304, -2.94206, -3.09226], [-2.42076, -2.38377, -2.37707], [-1.55381, -2.27626, -3.93711], [-2.43351, -3.77434, -3.43723], [0.44747, -4.02648, -3.49820], [1.03544, -3.19827, -3.93226], [1.15015, -4.76812, -3.10569], [-0.10917, -4.48797, -4.32518], [-2.28257, 1.67635, 3.81582], [-2.99808, 1.50832, 4.63529], [-1.47984, 0.93116, 3.90613], [-1.85737, 2.67817, 3.95520], [-3.66737, 0.12589, 2.45941], [-4.20777, -0.07653, 1.52657], [-2.93614, -0.67179, 2.63893], [-4.40612, 0.08669, 3.27603], [-4.15446, 2.54953, 2.34231], [-4.62562, 2.52548, 1.35020], [-4.92833, 2.29292, 3.08159], [-3.84386, 3.57465, 2.56296], [-0.36110, 3.65600, -0.30475], [-1.18725, 3.90634, -0.98176], [0.30005, 4.53637, -0.27576], [0.20587, 2.81987, -0.73118], [0.33201, 3.24791, 2.07352], [1.10176, 2.56416, 1.69826], [0.77889, 4.24765, 2.17992], [0.02823, 2.92834, 3.07745], [-1.76576, 4.48837, 1.57304], [-2.67787, 4.58012, 0.97696], [-2.02699, 4.43011, 2.63489], [-1.21105, 5.42938, 1.44677], [-0.23960, -0.28429, 0.23315], [-1.85697, -1.26510, 0.21669], [-2.90119, -1.77365, -0.02609], [1.66233, 0.85940, 0.05985], [2.59848, 1.62095, 0.06727], [3.55861, 2.01363, -1.09944], [3.33835, 1.12509, -2.36346], [3.04889, 3.34327, -1.62421], [4.98394, 1.81468, -0.64799], [3.61192, 0.07100, -2.27074], [2.29247, 1.11229, -2.74894], [4.00482, 1.54753, -3.12962], [2.74395, 4.07159, -0.87015], [3.76788, 3.76555, -2.32834], [2.13689, 3.12974, -2.21302], [5.63929, 1.95063, -1.50373], [5.29130, 2.47665, 0.15072], [5.12642, 0.78964, -0.28664], [-1.81895, -4.50705, 5.03566], [-1.24347, -3.56720, 4.63762], [-0.53367, -2.41355, 4.14880], [0.35941, -1.72999, 4.97540], [1.03904, -0.63823, 4.45305], [0.80754, -0.25259, 3.13147], [-0.05287, -0.92541, 2.32273], [-0.72143, -1.98956, 2.83262], [0.52065, -2.06938, 5.99429], [1.76535, -0.07684, 5.04044], [1.34134, 0.59073, 2.68144], [-1.38711, -2.53956, 2.16075]], "lowdin_spin": [0.003, 0.008, 0.005, 0.004, 0.001, 0.001, 0.000, 0.000, 0.050, 0.056, 0.067, 0.001, 0.000, 0.000, 0.034, 0.002, 0.012, 0.010, 0.015, 0.009, 0.004, 0.000, 0.000, 0.001, 0.001, 0.000, 0.000, 0.000, 0.003, 0.001, 0.000, 0.000, 0.001, 0.000, 0.000, 0.000, 0.001, 0.000, 0.000, 0.000, 0.005, 0.001, 0.000, 0.001, 0.001, 0.000, 0.000, 0.000, 0.001, 0.000, 0.000, 0.000, 0.003, 0.000, 0.001, 0.000, 0.000, 0.000, 0.000, 0.000, 0.002, 0.001, 0.000, 0.000, 0.004, 0.000, 0.000, 0.001, 4.418, 0.070, 0.044, 0.027, 0.030, 0.003, 0.001, 0.001, 0.000, 0.000, 0.000, 0.000, 0.000, 0.000, 0.000, 0.000, 0.000, 0.000, 0.000, 0.000, 0.001, 0.004, 0.001, 0.012, 0.052, 0.012, 0.000, 0.000, 0.002, 0.002]}